# C4H9I2N

A 3-piece molecular cluster, C4H9I2N overall at a distorted geometry (the ωB97M-V functional and the def2-TZVPD basis, OMol25).

HOMO-LUMO gap	9.41	eV
energy above the lowest of the compared OMol25 structures with the same formula, charge and spin	108.3	kJ/mol
E	-807.8515	Eh
lowest unoccupied orbital energy	0.0076	Eh
SMILES	[H]/N=C\I.C=CC.I

Structure (XYZ):
```
16
Properties=species:S:1:pos:R:3:lowdin_charge:R:1
C 0.477 0.852 2.051 -0.100
C 0.586 1.783 -0.296 -0.033
C 1.234 1.295 0.743 -0.262
C 1.288 -1.599 -0.021 -0.717
N 2.380 -0.992 -0.059 0.009
I 0.619 -2.987 1.472 0.699
I 4.485 -1.695 3.406 0.391
H -0.604 0.878 1.937 0.068
H 0.793 1.560 2.821 0.058
H 1.045 -0.126 2.340 0.032
H 1.138 2.089 -1.246 0.080
H -0.438 1.832 -0.445 0.025
H 3.520 -1.160 4.625 -0.300
H 2.247 1.047 0.750 0.045
H 0.706 -1.580 -0.842 -0.003
H 2.935 -0.947 0.872 0.010
```

# C2H7CuO11P2S

C2H7CuO11P2S as an isolated structure at a distorted geometry (the ωB97M-V functional and the def2-TZVPD basis, OMol25).

net charge	-2
HOMO-LUMO gap	7.46	eV
energy above the lowest of the compared OMol25 structures with the same formula, charge and spin	172.0	kJ/mol
E	-3629.7534	Eh
lowest unoccupied orbital energy	0.2036	Eh

Structure (XYZ):
```
24
Properties=species:S:1:pos:R:3:lowdin_charge:R:1
Cu -2.089 -0.236 1.075 0.396
C 1.651 -0.341 -2.091 -0.096
C 0.405 0.375 -1.590 -0.584
O 0.124 1.444 -2.525 -0.095
P 0.608 1.214 0.047 0.426
O 2.131 1.837 -0.037 -0.162
O 0.635 0.184 1.152 -0.159
O -0.345 2.362 0.079 -0.314
P -1.008 -0.814 -1.567 0.309
O -0.422 -2.027 -0.671 -0.159
O -1.297 -1.318 -2.930 -0.329
O -2.126 -0.116 -0.795 -0.370
H 2.444 0.386 -2.267 0.066
H 1.414 -0.865 -3.019 0.073
H 1.988 -1.066 -1.350 0.078
H -0.551 1.980 -2.083 0.065
H 2.033 2.721 -0.405 0.054
H 0.374 0.187 2.149 -0.255
H -0.429 -1.856 0.285 0.020
O -0.973 -1.848 2.264 -0.366
S -1.131 -0.863 3.351 0.352
O -0.845 -1.358 4.674 -0.351
O -0.111 0.282 3.039 -0.219
O -2.482 -0.265 3.217 -0.377
```

# C4H8NO3

A 2-piece molecular cluster, C4H8NO3 overall at a distorted geometry (the ωB97M-V functional and the def2-TZVPD basis, OMol25).

net charge	-1
HOMO-LUMO gap	8.71	eV
energy above the lowest of the compared OMol25 structures with the same formula, charge and spin	18.9	kJ/mol
E	-437.7983	Eh
lowest unoccupied orbital energy	0.1449	Eh

Structure (XYZ):
```
16
Properties=species:S:1:pos:R:3:lowdin_charge:R:1
C -1.327 0.143 -2.586 -0.020
C -0.884 1.355 -1.793 -0.629
O -0.698 2.430 -2.354 -0.028
N -0.754 1.154 -0.477 0.158
H -0.450 1.957 0.053 0.101
H -0.723 0.279 0.091 0.047
H -1.613 -0.706 -1.977 0.071
H -0.541 -0.164 -3.261 0.071
H -2.173 0.458 -3.180 0.067
C 1.693 -0.776 2.716 -0.051
C 0.807 -1.267 1.543 -0.745
O 1.203 -2.222 0.863 -0.062
O -0.265 -0.587 1.405 -0.139
H 1.128 -0.856 3.641 0.053
H 2.026 0.229 2.487 0.054
H 2.569 -1.426 2.827 0.053
```